[1]
ORCA calculation (ωB97M-V/def2-TZVPD) on C26H31Br39IN2O3PSi2 as an isolated structure in a non-equilibrium geometry.

Computed properties:
- Kohn-Sham gap (hartree) = 0.32049
- E_tot (eV) = -2801388.525

The geometry in XYZ format:
```
105
Properties=species:S:1:pos:R:3:forces:R:3
H -0.775 -7.136 10.058 0.0055 -0.0482 0.0058
Br 5.036 -1.996 3.353 0.0400 0.0256 -0.0186
C 2.316 9.716 -1.759 0.0343 -0.0088 -0.0520
Br 9.305 -6.857 2.886 -0.0317 0.0059 0.0332
Br 1.155 -13.810 3.951 -0.0243 0.0243 -0.0210
H -0.198 -12.022 4.978 -0.0044 0.0190 0.0471
C -2.756 -5.063 4.840 -0.0886 -0.0088 0.0241
C -4.531 3.022 -3.451 -0.3016 -1.5179 -2.0763
H -2.427 1.281 -3.420 0.0911 -0.0336 -0.2770
H 1.309 4.206 -1.088 -0.0702 0.0810 0.2997
H -8.218 -0.006 4.517 -0.0227 0.0158 0.0123
H 8.539 -4.511 2.965 -0.0111 0.0381 0.0115
H -5.713 4.518 -4.289 -0.2683 0.1489 -0.1785
C -8.862 1.630 -6.640 0.0138 0.0024 0.0274
Br -2.847 -5.800 10.032 0.0057 0.0039 -0.0140
H 3.793 -0.567 -0.747 -0.0738 -0.3992 0.0978
H -5.182 6.100 -2.509 -0.1754 0.3545 0.1642
C 2.300 3.391 -4.138 0.0997 -1.4754 0.1082
H 4.592 2.019 -2.075 0.3534 0.0796 -0.1834
C -8.531 2.515 -1.133 0.1777 -0.1203 0.1880
C 6.153 -0.966 2.174 -0.0351 -0.0200 0.0233
H 5.788 -1.128 1.172 -0.0183 0.0072 -0.0227
Br -8.768 -0.154 -7.354 0.0051 0.0312 0.0038
Br -9.505 3.376 0.292 0.0180 0.0403 -0.0802
Br -3.666 -4.225 6.312 0.0539 0.0084 -0.0339
C 8.086 -5.429 3.311 -0.0259 0.0561 -0.0050
Br 6.312 4.779 -8.856 -0.0358 0.0099 0.0232
H -2.593 -6.096 5.110 0.0356 -0.0160 0.0273
H 1.813 9.745 -2.714 -0.0162 -0.0146 -0.0222
H -3.941 0.576 -3.001 -0.1585 -0.2398 0.0286
H 4.116 5.186 -9.906 -0.0162 -0.0129 -0.0193
Br 3.120 -8.474 0.300 0.0114 0.0468 0.0199
Br 6.018 0.917 2.522 0.0651 -0.0555 0.0610
Si -0.729 0.067 -1.864 -1.2606 -0.2746 1.0873
H 1.451 6.360 -2.099 0.0172 0.0164 -0.0522
C -3.981 4.703 -1.495 1.0208 1.3722 2.2794
C 2.388 4.661 -4.595 0.6491 1.2510 -2.2445
Br -8.918 2.955 -8.034 0.0102 -0.0245 0.0178
N 2.095 5.770 -3.938 -0.0240 -0.6868 0.3263
Br 2.261 11.495 -1.031 0.0063 -0.0417 0.0062
H -0.759 -0.085 -3.330 0.3364 0.2068 -0.1231
H 2.543 2.571 -4.792 0.1041 -0.1313 -0.2504
C 4.484 5.372 -8.909 0.0213 -0.0253 -0.0670
Br -7.442 1.972 -5.391 0.3176 -0.0774 -0.3758
H -3.755 5.376 -0.688 0.1037 0.2434 0.2561
Br 7.620 -0.320 5.946 -0.0110 0.0549 0.0216
Br 3.376 4.364 -7.694 0.3113 -0.0640 -0.8395
Br 9.932 -2.279 6.902 -0.0170 0.0250 0.0301
H 7.477 -2.544 6.994 0.0063 -0.0339 -0.0189
Br 4.014 -5.510 -0.478 -0.0256 -0.0435 0.0503
Br 6.035 -7.945 -0.853 -0.0266 0.0228 0.0078
O 4.710 1.985 -1.117 -0.1242 -0.5861 -0.2195
H 3.825 -7.538 -1.870 -0.0255 0.0040 -0.0206
Br -7.499 1.347 2.578 -0.0451 0.0379 -0.0508
Br -3.174 -0.358 3.351 0.0965 -0.0734 -0.1302
Br -1.753 -12.745 3.204 0.0429 0.0051 0.0020
C 1.714 5.500 -2.699 -0.3751 2.4270 0.5630
C 8.119 -1.697 7.187 -0.0027 -0.0262 -0.0401
Br -1.843 -8.061 8.031 -0.0104 0.0362 -0.0329
Br -7.119 -1.758 3.167 0.0397 0.0321 0.0343
C -3.440 3.464 -1.473 1.2997 -0.5566 1.5286
Br -0.459 0.159 1.741 -0.0384 -0.0427 0.0607
H -1.081 -1.645 3.307 0.0148 -0.0466 -0.0159
C -1.636 -1.155 2.521 0.1080 0.0910 0.0292
C 1.622 4.286 -2.114 -0.3729 -1.1589 1.0621
C -7.311 0.000 3.930 0.0566 -0.0821 -0.0547
C -3.151 1.210 -2.613 0.1567 0.2952 0.6831
Br 7.820 -1.167 9.013 0.0211 0.0049 -0.0339
Br -5.864 0.421 5.124 -0.1280 0.0294 0.1768
C 1.906 3.154 -2.843 -0.0922 -0.6190 -0.0418
Br -0.124 -5.410 8.423 -0.0626 -0.0099 -0.0247
Br 0.747 -10.779 3.068 -0.0088 0.0021 0.0026
Br 1.355 8.467 -0.652 -0.0213 0.2750 0.2068
H -4.741 2.342 -4.260 -0.1099 -0.2506 -0.2504
H 3.524 3.149 0.840 -0.1031 0.1546 0.2724
P 3.337 1.461 -0.434 -0.1612 0.6542 0.2858
Si 1.790 1.476 -2.064 0.2625 0.2849 0.6770
H -0.413 -1.254 -1.287 0.3179 0.0390 -0.0067
Br -6.754 3.231 -1.335 -1.2988 -0.3449 0.6304
H -2.421 1.245 -0.512 -0.1181 0.1363 0.1619
N 2.876 2.386 0.699 -0.1862 0.0354 0.2675
Br 4.335 7.261 -8.590 0.0045 -0.0412 0.0272
I 2.487 -0.265 -3.656 -0.0387 0.0026 -0.0137
Br 4.118 9.129 -2.083 -0.0326 0.0016 0.0274
C -5.076 4.238 -3.471 -0.7137 1.1345 -1.8299
Br 6.416 -5.620 2.382 0.0325 -0.0098 0.0037
C 4.194 -7.389 -0.867 0.0554 -0.0320 -0.0435
C -4.779 5.106 -2.479 -1.0263 2.0314 -0.9354
O 3.544 -0.064 0.044 0.3829 0.1192 -0.4487
C -1.319 -6.667 9.252 0.0238 0.0469 0.0172
Br -9.518 2.558 -2.787 -0.2598 0.1298 0.3818
C -2.482 0.583 -1.367 0.8589 -0.1288 -0.9295
H -8.423 1.476 -0.857 -0.0842 -0.0279 0.0092
Br 7.988 -1.574 2.212 -0.0584 0.0092 -0.0009
C -0.035 -12.300 3.948 0.0001 -0.0260 -0.0300
H -2.781 3.191 -0.669 0.1271 -0.0604 0.2659
H -2.986 -0.321 -1.046 -0.2497 -0.1349 0.1298
Br -2.145 -2.519 1.264 0.0843 0.1580 -0.1495
Br -1.021 -4.283 4.536 0.0083 -0.0202 0.0183
H 2.737 4.798 -5.617 -0.2784 0.1968 0.7252
Br 7.832 -5.252 5.213 -0.0031 -0.0409 -0.0400
C -3.713 2.603 -2.465 0.8045 -2.1982 -0.1829
O 0.360 1.228 -1.311 0.1314 -0.5797 -1.1536
H -9.791 1.704 -6.093 -0.0237 -0.0058 0.0052
Br -3.836 -5.056 3.248 -0.0492 -0.0892 0.1111
```
Forces are in eV/Å.

[2]
ORCA calculation (ωB97M-V/def2-TZVPD) on C26H31BrCsN5O7 as an isolated structure.

Computed properties:
- charge = -2
- ΔE to the lowest compared entry with this formula, charge and spin (kcal per mole) = 1.7
- Kohn-Sham gap (hartree) = 0.17497
- E_tot (eV) = -119841.529

The geometry in XYZ format:
```
71
Properties=species:S:1:pos:R:3:forces:R:3
H -0.512 -2.939 -5.255 -0.0085 -0.0080 0.0036
O -3.418 -2.240 -1.733 -0.0033 0.0117 0.0002
H -2.651 5.457 -3.227 -0.0073 0.0037 0.0004
H -0.116 3.620 4.618 -0.0004 0.0010 -0.0012
H 0.817 3.338 6.911 0.0004 0.0000 0.0004
H -3.908 -1.014 0.271 -0.0001 -0.0027 -0.0012
N -1.433 3.085 1.152 -0.0149 -0.0056 0.0380
H 2.492 0.733 -5.708 0.0066 0.0013 0.0054
H 1.678 -2.713 -5.923 0.0022 0.0028 0.0000
C 0.335 0.288 4.611 -0.0080 0.0059 -0.0082
N 1.331 -0.853 -5.008 0.0081 0.0228 -0.0100
O -0.635 0.622 2.043 0.0085 0.0200 -0.0980
C -0.582 1.686 2.741 -0.0118 -0.0040 0.0300
H 2.422 -1.143 0.931 0.0060 0.0065 0.0094
H -3.811 4.136 -3.224 -0.0086 0.0003 0.0070
C 4.191 -3.797 2.094 -0.0025 -0.0036 0.0017
H 4.630 -4.193 3.003 0.0019 -0.0002 -0.0009
C 3.516 -2.587 2.117 0.0079 -0.0028 -0.0010
H -0.310 -1.784 -1.978 0.0180 -0.0599 -0.0209
H -0.656 -1.504 1.544 -0.0092 0.0469 -0.0297
O 1.988 -1.200 -1.504 -0.1169 0.0314 -0.1117
C -3.096 -1.413 0.873 0.0007 0.0234 0.0030
C -0.734 -2.105 0.640 0.0646 -0.0746 0.0222
H 0.201 -0.549 3.938 -0.0013 0.0002 0.0070
C 0.681 2.476 6.267 0.0015 0.0023 -0.0046
C -2.743 4.797 2.301 -0.0051 -0.0015 0.0044
N 4.327 -4.519 0.985 -0.0013 0.0021 -0.0009
C -3.343 4.895 -2.593 0.0201 0.0051 -0.0243
C -0.020 1.550 4.144 0.0085 -0.0079 -0.0077
C 3.095 -2.829 -0.206 -0.0396 -0.0292 0.0120
C 1.031 1.208 6.724 -0.0001 -0.0036 0.0028
C 0.162 2.644 4.993 -0.0112 -0.0030 0.0061
C 2.959 -2.083 0.956 -0.0102 -0.0104 -0.0102
N -2.008 -1.806 -0.003 0.0275 -0.0381 -0.0140
O -0.510 -0.231 -3.847 0.0177 -0.0146 0.0216
H 3.884 -4.625 -1.034 -0.0026 -0.0058 0.0023
H 2.610 0.435 -3.950 0.0022 0.0126 0.0008
C 0.855 0.115 5.888 -0.0008 0.0045 0.0069
O -1.648 3.404 -1.909 -0.0045 0.0096 0.0487
Br 3.359 -1.636 3.749 0.0065 -0.0016 -0.0032
Cs -0.348 1.080 -0.924 -0.0289 0.1072 0.0590
H -3.658 5.254 -0.065 0.0013 0.0044 0.0006
H -0.648 -3.170 0.890 -0.0316 0.0060 0.0177
N -0.956 2.905 2.459 -0.0065 -0.0214 -0.0016
C -0.253 -2.584 -4.254 -0.0108 -0.0030 -0.0198
H -3.478 -2.266 1.448 0.0024 -0.0039 -0.0029
H 2.927 -1.497 -6.160 -0.0099 0.0009 -0.0076
C -2.283 4.059 1.056 0.0015 -0.0075 -0.0368
H 0.595 -3.168 -3.877 0.0105 0.0116 0.0061
C 1.934 0.453 -4.812 -0.0137 -0.0306 -0.0071
C -1.059 -2.571 -2.093 -0.0003 -0.0497 0.0466
H -1.888 5.252 2.803 0.0025 0.0053 -0.0035
H -4.109 5.571 -2.208 -0.0042 -0.0049 0.0052
C -2.869 4.520 -0.182 0.0099 0.0085 -0.0073
C 2.230 -1.913 -5.430 0.0192 -0.0125 0.0163
H -2.721 -0.648 1.554 -0.0018 -0.0005 -0.0016
H -3.471 5.568 2.045 -0.0004 -0.0002 0.0020
C 3.781 -4.036 -0.132 0.0103 0.0083 0.0015
H 2.782 -2.334 -4.585 -0.0066 -0.0085 0.0129
H -3.180 4.102 3.021 0.0023 0.0015 0.0001
H 1.129 -0.878 6.228 -0.0003 -0.0003 -0.0002
O 2.574 -3.139 -2.490 -0.0289 0.0056 0.0014
H 1.439 1.078 7.721 -0.0002 0.0011 0.0002
C -2.288 -2.205 -1.276 0.0071 -0.0241 -0.0065
C -2.539 4.194 -1.494 0.0365 0.0192 -0.0005
O -1.391 -2.747 -3.451 0.0109 0.0159 -0.0165
H 0.111 -1.840 0.004 0.0049 -0.0105 -0.0027
C 2.493 -2.343 -1.531 0.1059 0.0263 0.0246
C 0.171 -1.113 -4.341 -0.0182 0.0126 0.0203
H 1.151 1.182 -4.629 0.0022 0.0016 0.0050
H -0.609 -3.491 -1.691 -0.0058 0.0043 0.0090
```
Forces are in eV/Å.

[3]
ORCA calculation (ωB97M-V/def2-TZVPD) on C26H31BrN10NdO3P as an isolated structure in a non-equilibrium geometry.

Computed properties:
- 2S+1 = 4
- ΔE to the lowest compared entry with this formula, charge and spin (kcal per mole) = 72.0
- Kohn-Sham gap (spin up / spin down) (hartree) = 0.20550 / 0.20584
- E_tot (eV) = -143115.172

The geometry in XYZ format:
```
73
Properties=species:S:1:pos:R:3:forces:R:3
H -3.592 -1.248 1.336 0.5751 -0.0477 1.0656
Nd 0.441 -1.237 -0.538 0.4212 -0.4579 0.2176
H 3.732 2.845 0.677 0.2108 -0.8201 -0.3180
N -1.098 -2.217 2.709 1.2546 -0.6847 -1.0272
H -3.642 -0.213 -2.802 -0.7565 -0.5981 0.5030
H -0.303 3.950 -3.417 0.6367 -0.0738 -0.0552
C -5.701 -2.344 -1.061 -0.4510 0.1361 0.2846
C -2.354 4.158 -3.176 -1.1762 -0.3229 0.7278
C -2.188 1.159 1.158 0.1704 -0.5083 0.3700
Br -0.461 -1.727 -3.124 -0.0457 0.1202 0.0922
H 4.596 1.485 -0.193 -0.5484 0.0145 0.4418
N 0.105 -2.326 3.338 -1.4371 0.7501 1.7712
H -0.141 1.773 -2.069 -0.8698 0.5947 -0.0529
P -2.104 0.451 -0.504 0.8017 -0.8723 -0.4094
H -6.566 -3.005 -1.101 0.2205 0.1408 -0.3827
C -4.027 -1.386 0.388 0.2318 1.1810 -1.9718
H -4.491 4.149 -2.779 -0.0173 0.1105 0.0695
C -1.157 3.530 -2.929 0.1159 -0.5854 0.0392
N 4.628 -2.943 -0.659 -0.5458 -0.2878 0.0070
N 4.095 -3.715 1.404 -0.4301 0.3744 0.2762
H 2.628 -3.737 -0.783 -0.1099 -0.1606 -0.1066
H 2.770 2.622 -1.450 -0.1227 0.0371 -0.4621
C -2.370 1.816 3.877 -0.7300 0.3954 -0.6916
H 2.657 -3.084 3.478 0.5541 0.0212 0.3840
H 3.628 1.047 -2.798 -0.1972 0.0655 -0.1994
H 4.278 -1.226 -3.211 -0.0374 -0.2888 -0.2520
H 3.350 -1.145 0.230 0.2034 0.3757 0.2065
C -3.539 3.681 -2.574 0.7697 -0.2376 -0.0563
H 2.208 0.084 -3.406 0.3362 0.1374 0.4465
C -3.437 2.083 2.990 -0.0173 -0.0583 1.2297
N 4.884 -3.922 0.410 -0.1551 0.1566 0.2572
C 3.179 -2.799 -0.804 1.4236 0.5438 0.1625
H 5.060 -3.351 -1.479 -0.1684 -0.2157 -0.1107
N 2.776 -1.969 0.310 -0.3979 -0.8068 1.3254
H -4.361 2.482 3.424 0.3406 -0.0673 -0.3987
C 3.635 1.784 0.298 -0.6769 1.0918 -1.2273
O 3.210 0.941 1.302 0.3337 -1.0365 0.5031
C -2.259 1.880 -1.605 -0.4338 -0.3522 0.8102
C -3.352 1.735 1.666 -0.2009 0.0207 0.1473
C -3.466 2.566 -1.748 0.1665 0.3710 -0.9246
H -0.424 1.040 4.083 0.7240 -0.2592 0.2902
C -1.093 2.348 -2.162 0.7829 0.5889 -0.8583
N 0.383 -2.888 1.227 -0.2992 0.7394 1.1815
H -2.491 2.066 4.921 0.0946 -0.0640 0.0745
N -0.924 -2.535 1.452 0.4145 0.1637 0.3750
H 5.035 -0.016 1.780 0.2680 0.4238 -0.2412
O 2.827 -2.097 -1.958 0.3364 1.1622 -1.1869
C -4.116 -0.782 -1.970 0.2559 0.0399 -0.8420
H 1.543 2.215 -0.224 1.0133 -0.5675 -0.5582
H 4.541 1.534 2.729 0.5982 -0.4651 -0.2678
H 4.483 -0.857 -1.540 -0.0095 0.0695 0.3926
C -3.538 -0.685 -0.740 0.6527 1.2644 1.9217
C -1.116 0.936 2.024 0.0789 0.2671 0.7470
H 3.784 -0.047 2.993 0.1038 0.2663 -0.3824
H -5.604 -1.625 -3.162 -0.2710 -0.5338 0.7023
H -5.415 -2.802 1.006 -0.4957 -0.0165 0.3193
N 0.124 0.313 1.578 0.0482 0.0596 0.2388
C -1.211 1.255 3.403 -0.7866 0.1574 -1.3281
C -5.217 -1.630 -2.133 0.3116 0.6454 -1.3310
C 4.252 0.596 2.226 -1.2433 0.0341 1.1018
H -2.407 5.019 -3.821 0.1010 0.1627 -0.1146
H -4.356 2.165 -1.307 -0.3550 -0.1146 0.2082
O 2.152 0.619 -1.411 -0.3362 0.2551 0.6335
C 2.918 0.245 -2.571 -0.0026 0.1029 -0.1030
C 3.729 -0.992 -2.304 -0.7708 -0.6269 -0.0727
C -5.116 -2.167 0.194 -0.1840 -1.3940 0.0286
C 0.993 -2.694 2.470 -0.2087 -0.5555 -3.2469
H 0.311 -0.381 2.307 0.1848 -0.2378 -0.0193
H 0.899 0.970 1.694 -0.0919 -0.0209 -0.1420
C 2.486 1.852 -0.740 -0.2499 0.3616 0.7506
N 2.347 -2.701 2.613 -1.3545 0.2770 0.8366
H -4.226 1.847 1.040 0.0279 0.0671 -0.1398
C 3.200 -2.749 1.516 1.4207 -0.4075 -1.6593
```
Forces are in eV/Å.